Computed, not measured: a gas-phase ion, C3H5O2 (charge +1) at a distorted geometry, with ωB97M-V/def2-TZVPD.

## Properties
* charge: +1
* relative energy (zero: lowest compared OMol25 entry of this formula, charge and spin): 14.9 kcal/mol
* frontier orbital gap: 11.8 eV
* 2S+1: 1
* HOMO: -17.3293 eV
* DFT total energy: -7278.0768 eV

```
10
C3H5O2, DFT ωB97M-V/def2-TZVPD
C -1.71268 -0.02047 0.00842
C 0.28307 -0.77325 0.12690
C 0.25195 0.82622 -0.10977
O -1.08383 -1.09368 -0.14417
O -1.04362 1.08926 0.12146
H -2.74542 -0.08836 0.04557
H 0.96019 -1.33841 -0.54716
H 0.53556 -1.22286 1.14439
H 0.86387 1.37038 0.55678
H 0.53240 1.04840 -1.15304
```

Atomic partial charges in e from the natural (NBO) method, atoms 1 to 8: atom 1 (C): 0.7280, atom 2 (C): -0.1457, atom 3 (C): -0.1123, atom 4 (O): -0.3341, atom 5 (O): -0.3472, atom 6 (H): 0.2341, atom 7 (H): 0.2544, atom 8 (H): 0.2472